Record 1
C36H104N8O12 | ωB97M-V with the def2-TZVPD basis set

```
! RIJCOSX wB97M-V def2-TZVPD def2/J DEFGRID3
* xyz 0 1
C 0.628 -1.816 4.546
O 0.728 -1.563 3.162
H -0.304 -1.442 4.884
H 0.476 -2.877 4.769
H 1.526 -1.538 5.149
H 1.473 -0.940 2.993
C 3.661 -1.707 1.254
O 4.170 -2.905 0.773
H 4.295 -0.841 0.986
H 2.652 -1.500 0.890
H 3.648 -1.756 2.361
H 3.876 -3.643 1.323
C 3.344 0.868 4.496
O 2.725 0.677 3.202
H 4.057 0.038 4.532
H 3.959 1.817 4.637
H 2.600 0.740 5.318
H 2.118 1.404 2.995
C 0.538 0.309 0.411
O -0.626 0.935 -0.096
H 1.152 1.142 0.798
H 0.344 -0.294 1.302
H 1.084 -0.249 -0.357
H -1.041 0.249 -0.662
C 3.678 2.320 -0.721
C 4.828 2.909 0.097
C 6.047 1.949 -0.148
O 7.150 2.250 0.694
C 7.071 1.490 1.845
N 5.158 4.301 -0.247
H 3.518 1.353 -0.247
H 3.954 2.141 -1.753
H 2.744 2.864 -0.691
H 4.570 2.782 1.166
H 6.390 2.081 -1.202
H 5.689 0.927 0.030
H 6.997 0.412 1.608
H 6.275 1.766 2.545
H 7.961 1.630 2.409
H 5.177 4.311 -1.257
H 6.083 4.545 0.087
C 1.990 -1.649 -2.701
C 1.511 -3.067 -2.272
C 0.642 -3.633 -3.372
O 1.526 -3.706 -4.470
C 0.849 -4.150 -5.637
N 2.517 -4.111 -1.855
H 2.729 -1.275 -1.989
H 1.108 -0.990 -2.553
H 2.319 -1.613 -3.764
H 0.909 -2.937 -1.367
H -0.183 -2.945 -3.673
H 0.209 -4.615 -3.113
H 0.271 -3.359 -6.113
H 0.218 -5.016 -5.391
H 1.533 -4.411 -6.408
H 3.059 -4.258 -2.702
H 3.178 -3.672 -1.216
C -2.788 3.182 -1.193
C -1.885 4.400 -1.104
C -2.200 5.106 0.194
O -3.485 5.616 0.123
C -3.926 6.183 1.329
N -0.501 3.995 -1.201
H -2.323 2.432 -0.561
H -2.886 2.827 -2.229
H -3.817 3.360 -0.885
H -2.080 5.081 -1.940
H -1.421 5.835 0.483
H -2.138 4.393 0.985
H -3.868 5.487 2.173
H -4.949 6.503 1.240
H -3.339 7.071 1.531
H -0.121 4.157 -2.126
H -0.338 3.067 -0.833
C -4.265 -0.939 -1.226
C -3.084 -1.876 -1.054
C -3.466 -3.228 -1.714
O -2.331 -4.107 -1.795
C -2.566 -5.137 -2.653
N -1.851 -1.319 -1.632
H -4.450 -0.749 -2.302
H -4.019 -0.005 -0.717
H -5.176 -1.340 -0.799
H -2.813 -2.008 -0.014
H -3.882 -3.007 -2.714
H -4.201 -3.836 -1.168
H -3.548 -5.588 -2.485
H -1.742 -5.855 -2.561
H -2.509 -4.843 -3.720
H -1.174 -2.090 -1.701
H -2.081 -1.122 -2.617
C 2.199 -5.462 3.734
C 2.020 -5.513 2.214
C 1.068 -4.347 1.844
O -0.245 -4.668 2.104
C -1.022 -3.633 1.478
N 3.279 -5.213 1.550
H 3.045 -4.790 3.921
H 2.545 -6.411 4.112
H 1.262 -5.264 4.259
H 1.547 -6.444 1.931
H 1.266 -4.236 0.785
H 1.470 -3.482 2.332
H -2.048 -3.655 1.857
H -1.006 -3.669 0.384
H -0.607 -2.680 1.773
H 4.048 -5.741 1.980
H 3.207 -5.554 0.621
C -2.820 -2.166 -5.455
C -2.815 -0.900 -6.291
C -2.860 0.338 -5.350
O -1.792 0.193 -4.496
C -1.048 1.388 -4.262
N -1.726 -0.806 -7.228
H -3.043 -3.000 -6.086
H -3.446 -2.132 -4.547
H -1.808 -2.379 -5.076
H -3.779 -0.919 -6.855
H -3.820 0.380 -4.858
H -2.855 1.217 -5.972
H -0.286 1.291 -3.512
H -1.780 2.220 -4.086
H -0.559 1.533 -5.249
H -0.825 -0.801 -6.754
H -1.704 -1.626 -7.837
C -4.813 2.863 2.424
C -5.142 1.443 2.258
C -4.459 0.645 3.407
O -3.022 0.602 3.286
C -2.680 -0.395 2.349
N -6.577 1.195 2.377
H -5.337 3.288 3.296
H -4.954 3.460 1.537
H -3.749 2.967 2.555
H -4.696 1.055 1.326
H -4.953 -0.363 3.508
H -4.715 1.149 4.346
H -2.967 -1.371 2.698
H -1.624 -0.291 2.168
H -3.091 -0.267 1.352
H -6.934 0.387 1.869
H -7.083 2.041 2.134
C 3.048 4.650 2.825
C 2.049 4.193 1.803
C 0.712 3.921 2.504
O 0.781 2.847 3.420
C -0.429 2.519 4.066
N 1.846 5.231 0.745
H 3.083 4.002 3.710
H 2.738 5.625 3.218
H 4.038 4.767 2.368
H 2.286 3.222 1.383
H 0.030 3.642 1.700
H 0.418 4.887 2.970
H -0.732 3.334 4.742
H -0.214 1.589 4.580
H -1.268 2.385 3.383
H 2.685 5.382 0.216
H 1.126 4.949 0.115
*
```

Results
**E**: -75503.7358 eV
**Largest force on an atom**: 0.06144 hartree/bohr
**SMILES**: COC[C@H](C)N.COC[C@H](C)N.COC[C@H](C)N.COC[C@H](C)N.COC[C@H](C)N.COC[C@H](C)N.COC[C@H](C)N.COC[C@H](C)N.CO.CO.CO.CO
**Gap between HOMO and LUMO**: 9.244 eV
**Energy relative to the best compared isomer or geometry (same formula, charge and spin)**: 157.1 kJ/mol
**LUMO level**: 0.6 eV

Record 2
C4H6O2Rb | ωB97M-V with the def2-TZVPD basis set

```
! RIJCOSX wB97M-V def2-TZVPD def2/J DEFGRID3
* xyz 1 1
H 0.389 0.967 -1.597
O 2.286 1.447 -0.312
C 1.126 0.891 -0.678
C 0.096 0.733 0.189
C -1.263 0.127 0.017
C -1.354 -1.367 0.104
O -0.398 -2.118 0.078
Rb 2.344 -2.057 0.498
H 2.474 1.299 0.622
H 0.341 0.953 1.237
H -1.682 0.387 -0.971
H -1.982 0.527 0.751
H -2.378 -1.790 0.062
*
```

Results
**E**: -8988.1270 eV
**Largest force on an atom**: 0.11601 hartree/bohr
**Gap between HOMO and LUMO**: 9.170 eV
**Energy relative to the best compared isomer or geometry (same formula, charge and spin)**: 0.0 kJ/mol
**LUMO level**: -3.7 eV

Record 3
CH3N2OP | ωB97M-V with the def2-TZVPD basis set

```
! RIJCOSX wB97M-V def2-TZVPD def2/J DEFGRID3
* xyz 0 3
C -0.991 -0.033 -0.432
N 0.153 1.393 0.010
N 1.250 0.945 0.263
O -0.113 -1.102 -0.247
P 1.434 -0.765 0.221
H -1.974 0.021 0.038
H -1.035 0.084 -1.545
H 1.276 -0.544 1.691
*
```

Results
**E**: -15396.8151 eV
**Largest force on an atom**: 0.05750 hartree/bohr
**Gap between HOMO and LUMO (alpha / beta)**: 7.145 / 7.887 eV
**Energy relative to the best compared isomer or geometry (same formula, charge and spin)**: 92.5 kJ/mol
**LUMO level (alpha / beta)**: 0.8 / -1.9 eV

Record 4
C4H29NO12 | ωB97M-V with the def2-TZVPD basis set

```
! RIJCOSX wB97M-V def2-TZVPD def2/J DEFGRID3
* xyz 0 1
O -0.470 1.924 1.490
C 0.462 1.343 0.960
N 0.286 0.435 -0.054
C -0.953 0.585 -0.785
C -0.692 1.575 -1.951
C -1.807 1.567 -3.030
O -0.319 2.872 -1.532
H 1.413 1.270 1.473
H 1.116 0.179 -0.567
H -1.650 1.083 -0.144
H -1.447 -0.295 -1.181
H 0.236 1.257 -2.442
H -2.709 1.099 -2.642
H -1.381 1.061 -3.892
H -1.943 2.601 -3.340
H -0.951 3.429 -1.065
H -1.767 2.718 0.498
H -2.566 3.959 0.874
O -2.330 3.421 0.114
H 3.958 -1.009 -0.692
H 3.271 -1.989 -1.579
O 3.232 -1.050 -1.345
H -0.174 -1.689 4.418
H -0.094 -1.884 2.987
O 0.507 -1.738 3.748
H 1.708 -3.509 2.309
H 2.137 -2.225 2.980
O 2.495 -2.973 2.472
H -3.897 2.026 -0.772
H -4.151 0.551 -0.577
O -4.227 1.240 -1.240
H 3.586 -2.012 1.501
H 3.748 -0.538 1.554
O 4.250 -1.318 1.268
H -0.656 -3.929 1.550
H 0.032 -2.852 0.596
O -0.500 -2.991 1.397
H 0.443 -1.844 -2.050
H 1.521 -1.876 -0.893
O 0.727 -2.311 -1.263
H -3.551 -1.366 0.226
H -2.413 -2.216 0.828
O -2.767 -1.317 0.777
H 2.111 2.136 -0.711
H 3.298 2.729 -0.093
O 2.879 1.870 -0.180
*
```

Results
**E**: -30679.2193 eV
**Largest force on an atom**: 0.04914 hartree/bohr
**SMILES**: C[C@@H](O)CNC=O.O.O.O.O.O.O.O.O.O.O
**Gap between HOMO and LUMO**: 9.488 eV
**Energy relative to the best compared isomer or geometry (same formula, charge and spin)**: 220.8 kJ/mol
**LUMO level**: 0.0 eV

Record 5
C23H30CrN5O3S2 | ωB97M-V with the def2-TZVPD basis set

```
! RIJCOSX wB97M-V def2-TZVPD def2/J DEFGRID3
* xyz 2 2
Cr -0.060 -0.030 -0.068
C 1.299 -0.945 2.150
C 2.184 -1.225 0.856
N 1.913 -0.223 -0.224
C 2.148 -0.488 -1.701
C 1.052 0.206 -2.534
C 1.159 0.832 -3.758
C 0.023 1.470 -4.256
C -1.182 1.522 -3.549
C -1.239 0.871 -2.334
C -2.385 0.931 -1.289
N -2.080 0.064 -0.084
C -2.278 0.491 1.355
C -1.298 -0.295 2.297
N 0.131 -0.036 1.907
N -0.145 0.218 -1.932
H 1.925 -0.494 2.916
H 0.935 -1.886 2.550
H 1.956 -2.209 0.454
H 3.234 -1.214 1.144
H 2.382 0.651 0.008
H 2.084 -1.565 -1.861
H 3.135 -0.144 -2.002
H 2.096 0.868 -4.295
H 0.088 1.981 -5.207
H -2.026 2.075 -3.938
H -3.324 0.619 -1.745
H -2.499 1.963 -0.962
H -2.534 -0.832 -0.214
H -3.299 0.316 1.695
H -2.075 1.557 1.418
H -1.480 -1.368 2.213
H -1.508 0.007 3.324
H 0.411 0.903 2.184
C -0.654 8.509 0.297
C -0.226 7.069 0.266
C 0.759 6.604 1.132
C 1.147 5.275 1.131
C 0.537 4.403 0.241
C -0.446 4.838 -0.643
C -0.821 6.167 -0.619
S 1.109 2.763 0.180
O 1.771 2.411 1.421
O 1.884 2.553 -1.020
O -0.184 1.915 0.087
H 0.173 9.161 0.573
H -1.446 8.652 1.036
H -1.041 8.830 -0.668
H 1.233 7.294 1.819
H 1.909 4.917 1.811
H -0.898 4.150 -1.346
H -1.583 6.520 -1.303
S -0.564 -2.412 -0.781
C -0.189 -3.985 -0.154
N -0.337 -4.999 -1.041
C -0.131 -6.304 -0.765
C 0.265 -6.680 0.485
C 0.432 -5.679 1.445
C 0.206 -4.354 1.132
H -0.630 -4.741 -1.977
H -0.298 -6.995 -1.578
H 0.432 -7.722 0.713
H 0.733 -5.946 2.450
H 0.307 -3.593 1.884
*
```

Results
**E**: -88009.8721 eV
**Largest force on an atom**: 0.00991 hartree/bohr
**Gap between HOMO and LUMO (alpha / beta)**: 6.681 / 7.148 eV
**Energy relative to the best compared isomer or geometry (same formula, charge and spin)**: 11.4 kJ/mol
**LUMO level (alpha / beta)**: -7.0 / -6.5 eV

Record 6
C4H4N2O2 | ωB97M-V with the def2-TZVPD basis set

```
! RIJCOSX wB97M-V def2-TZVPD def2/J DEFGRID3
* xyz 0 1
C -0.767 0.486 -0.408
C 0.619 1.707 0.713
C 0.192 -0.302 0.158
C 0.428 -1.713 -0.149
H -2.674 0.528 -1.128
H -2.080 -0.961 -1.007
H 1.054 2.696 1.065
H -0.266 -2.016 -0.977
N -1.819 0.073 -1.190
N 1.140 0.524 0.949
O -0.535 1.775 -0.016
O 1.270 -2.461 0.247
*
```

Results
**E**: -11286.6103 eV
**Largest force on an atom**: 0.08034 hartree/bohr
**SMILES**: Nc1ocnc1C=O
**Gap between HOMO and LUMO**: 9.389 eV
**Energy relative to the best compared isomer or geometry (same formula, charge and spin)**: 186.2 kJ/mol
**LUMO level**: 0.4 eV

Record 7
C2H7NO3 | ωB97M-V with the def2-TZVPD basis set

```
! RIJCOSX wB97M-V def2-TZVPD def2/J DEFGRID3
* xyz 0 1
H -0.827 0.710 1.270
O -1.478 -0.226 1.572
N 0.205 1.274 0.828
H -2.438 -0.193 1.534
H 0.782 1.780 1.500
H 0.052 2.014 0.143
C 1.109 0.190 0.379
H 2.065 0.604 0.031
H 1.397 -0.533 1.143
C 0.476 -0.473 -0.865
O 1.039 -0.393 -1.942
O -0.785 -0.798 -0.754
H -1.263 -0.794 0.226
*
```

Results
**E**: -9819.6459 eV
**Largest force on an atom**: 0.04676 hartree/bohr
**Gap between HOMO and LUMO**: 10.375 eV
**Energy relative to the best compared isomer or geometry (same formula, charge and spin)**: 126.9 kJ/mol
**LUMO level**: 0.4 eV

Record 8
C4H13N2 | ωB97M-V with the def2-TZVPD basis set

```
! RIJCOSX wB97M-V def2-TZVPD def2/J DEFGRID3
* xyz 1 1
C -0.260 1.591 -0.796
N 0.201 0.929 -2.013
C 0.160 0.552 0.457
N 1.696 0.062 0.257
C -0.826 -1.830 1.509
C -0.841 -0.661 0.399
H -1.450 1.997 -0.791
H 0.239 2.493 -0.849
H -0.544 0.394 -2.486
H 0.565 1.415 -2.809
H -0.091 0.996 1.389
H 1.862 -0.796 0.928
H 1.886 -0.336 -0.786
H 2.341 0.847 0.487
H -1.733 -1.709 2.135
H -0.028 -1.776 2.266
H -0.826 -2.838 1.030
H -0.496 -1.174 -0.498
H -1.853 -0.154 0.170
*
```

Results
**E**: -7330.7564 eV
**Largest force on an atom**: 0.06906 hartree/bohr
**SMILES**: CC[C@@H]([NH3+])CN
**Gap between HOMO and LUMO**: 10.397 eV
**Energy relative to the best compared isomer or geometry (same formula, charge and spin)**: 263.5 kJ/mol
**LUMO level**: -3.5 eV

Record 9
C18H31ClNO5ReSi2 | ωB97M-V with the def2-TZVPD basis set

```
! RIJCOSX wB97M-V def2-TZVPD def2/J DEFGRID3
* xyz 1 2
Re -0.857 0.485 0.438
C 2.032 0.199 2.735
Si 2.120 -0.725 1.109
C 1.490 -2.474 1.270
C 3.925 -0.677 0.650
C 1.074 0.257 -0.225
C 1.386 1.701 0.043
C 2.392 2.567 -0.330
C 2.330 3.871 0.147
C 1.269 4.283 0.945
C 0.267 3.381 1.243
N 0.345 2.125 0.804
Si 1.252 -0.347 -2.052
C 3.009 -0.741 -2.546
C 0.653 1.062 -3.123
C 0.229 -1.877 -2.345
H 2.535 -0.424 3.481
H 1.033 0.421 3.107
H 2.592 1.135 2.675
H 2.316 -3.132 1.553
H 1.066 -2.863 0.346
H 0.726 -2.564 2.045
H 4.470 -1.049 1.523
H 4.276 0.340 0.469
H 4.201 -1.299 -0.197
H 3.203 2.234 -0.964
H 3.114 4.573 -0.106
H 1.210 5.294 1.318
H -0.602 3.649 1.829
H 3.721 0.050 -2.308
H 3.020 -0.875 -3.631
H 3.365 -1.672 -2.104
H 1.350 1.902 -3.102
H -0.330 1.440 -2.839
H 0.592 0.722 -4.160
H 0.495 -2.708 -1.692
H 0.422 -2.204 -3.371
H -0.840 -1.704 -2.246
C -4.615 -0.345 -0.054
C -3.424 -0.383 -0.999
C -3.700 -1.186 -2.258
O -2.272 -0.935 -0.305
C -3.024 1.042 -1.381
O -3.695 1.740 -2.067
O -1.854 1.488 -0.829
H -4.920 -1.362 0.197
H -5.450 0.160 -0.535
H -4.369 0.188 0.866
H -3.987 -2.205 -1.996
H -2.824 -1.217 -2.904
H -4.517 -0.719 -2.805
H -2.460 -1.687 0.294
Cl -3.582 -0.666 4.409
C -1.968 -1.361 4.119
C -1.751 -1.340 2.627
O -2.071 -2.246 1.899
O -1.174 -0.196 2.212
H -1.955 -2.383 4.484
H -1.239 -0.742 4.633
*
```

Results
**E**: -61301.7329 eV
**Largest force on an atom**: 0.01027 hartree/bohr
**Gap between HOMO and LUMO (alpha / beta)**: 7.771 / 7.370 eV
**Energy relative to the best compared isomer or geometry (same formula, charge and spin)**: 28.8 kJ/mol
**LUMO level (alpha / beta)**: -4.2 / -4.2 eV

Record 10
F3N | ωB97M-V with the def2-TZVPD basis set

```
! RIJCOSX wB97M-V def2-TZVPD def2/J DEFGRID3
* xyz 0 1
N 0.029 0.153 0.599
F 1.076 0.594 0.009
F -0.184 -1.684 -0.993
F -0.949 0.881 0.190
*
```

Results
**E**: -9634.9221 eV
**Largest force on an atom**: 0.06118 hartree/bohr
**Gap between HOMO and LUMO (alpha / beta)**: 12.731 / 7.515 eV
**Energy relative to the best compared isomer or geometry (same formula, charge and spin)**: 127.1 kJ/mol
**LUMO level (alpha / beta)**: -1.3 / -3.7 eV

Record 11
C5H7Cl | ωB97M-V with the def2-TZVPD basis set

```
! RIJCOSX wB97M-V def2-TZVPD def2/J DEFGRID3
* xyz 0 1
C 0.100 0.889 -0.783
C 1.218 1.392 -1.277
C -0.156 0.439 0.634
C -1.288 0.819 -1.232
C -0.491 -0.960 1.023
Cl -2.024 2.329 -1.178
H 0.941 1.775 -2.268
H 2.224 1.359 -0.901
H 0.244 1.141 1.349
H -1.853 0.042 -0.744
H -0.868 -1.678 0.204
H -1.351 -1.046 1.817
H 0.379 -1.411 1.560
*
```

Results
**E**: -17816.3059 eV
**Largest force on an atom**: 0.07329 hartree/bohr
**Gap between HOMO and LUMO (alpha / beta)**: 8.091 / 7.847 eV
**Energy relative to the best compared isomer or geometry (same formula, charge and spin)**: 402.6 kJ/mol
**LUMO level (alpha / beta)**: 0.1 / -0.1 eV

- What is the formula in the third record?
  CH3N2OP